(one)
C3H7O2S | ωB97M-V/def2-TZVPD

The geometry in ORCA input format:
```
! wB97M-V def2-TZVPD RIJCOSX def2/J DEFGRID3
* xyz -1 1
S -0.5017 -1.0635 -0.4635
O -0.4175 -0.7444 4.3823
O -0.3474 0.0929 2.3224
C -0.1197 0.6022 -1.1250
C 0.6423 0.5170 -2.4460
C -0.4245 -0.8921 3.1864
H 0.0639 -0.0534 -3.1725
H 0.4757 1.1453 -0.3897
H -0.4555 -1.8953 2.7384
H 1.5873 0.0014 -2.2806
H 0.8615 1.5087 -2.8624
H -1.0563 1.1402 -1.2806
H -0.3081 -0.3589 1.3910
*
```

Frontier orbital gap: 7.2630 eV

---

(two)
C3H7O2S | ωB97M-V/def2-TZVPD

The geometry in ORCA input format:
```
! wB97M-V def2-TZVPD RIJCOSX def2/J DEFGRID3
* xyz -1 1
S -2.0806 -0.0396 0.3018
O -2.2756 -1.2053 -0.6517
O -2.2954 1.2833 -0.3528
C 0.6451 1.2786 -0.0519
C 0.3199 0.0120 0.5537
C 0.7374 -1.3212 -0.0965
H -0.0156 -1.8549 -0.5936
H -0.4232 1.7125 -0.2687
H 1.4823 -0.9695 -0.8713
H 1.3642 1.1443 -0.9633
H 0.3155 0.0544 1.6697
H 1.1378 -2.1756 0.6913
H 1.0883 2.0810 0.6334
*
```

Frontier orbital gap: 6.5913 eV

---

(three)
C3H7O2S | ωB97M-V/def2-TZVPD

The geometry in ORCA input format:
```
! wB97M-V def2-TZVPD RIJCOSX def2/J DEFGRID3
* xyz -1 1
S -0.7801 0.1904 0.2178
O -1.1122 0.9001 1.4588
O -1.4017 0.7472 -1.0022
C -1.4203 -1.5196 0.3145
C 1.0167 -0.0111 0.4069
C 1.5473 1.2357 -0.2417
H 2.6326 1.2134 -0.5749
H -2.4860 -1.4431 0.3395
H -1.1410 -1.8419 -0.7387
H 1.8407 1.8945 0.5410
H 0.9614 1.8202 -0.9001
H 1.2720 -1.1295 -0.9979
H -0.9293 -2.0562 1.1770
*
```

Frontier orbital gap: 7.1532 eV

---

Result of the stability comparison: (three) is the least stable of them.

---

(one)
C6H12N3O2 | ωB97M-V/def2-TZVPD

The geometry in ORCA input format:
```
! wB97M-V def2-TZVPD RIJCOSX def2/J DEFGRID3
* xyz 1 1
O 3.0209 1.2557 -1.0817
O 3.0381 0.0433 0.8590
N -1.8517 1.3427 -0.7551
N 2.5996 0.1197 -0.3058
N 0.9738 2.3400 1.0513
C 1.0678 -1.6802 0.0507
C 0.2159 -1.2733 1.2592
C 1.6408 -0.5302 -0.7779
C 0.2589 1.6294 0.4877
C -0.8229 0.9008 0.2728
C -1.0526 -0.5402 0.8197
H -2.1689 2.3900 -0.6087
H -1.5085 1.2537 -1.7696
H 1.1866 -0.3131 -1.7215
H -1.6339 -0.9223 0.0293
H -0.1318 -2.0908 1.7737
H -1.6685 -0.4776 1.7446
H -2.5870 0.6346 -0.5907
H 1.8539 -2.3275 0.2898
H 1.8812 2.6679 0.9748
H 4.0194 1.1982 -1.2260
H 0.8545 -0.7399 1.9076
H 0.3441 -2.2886 -0.5896
*
```

Frontier orbital gap: 8.2190 eV
Structure (SMILES): N=C=C([NH3+])CCC/C=[N+](\[O-])O

---

(two)
C6H12N3O2 | ωB97M-V/def2-TZVPD

The geometry in ORCA input format:
```
! wB97M-V def2-TZVPD RIJCOSX def2/J DEFGRID3
* xyz 1 1
O -2.3548 0.5503 -0.4227
O 1.4358 -2.0923 -0.2854
N 1.1787 -0.6954 1.6280
N 2.8176 0.1594 -0.8100
N -0.5744 -0.8642 -0.1904
C -3.2180 -0.4367 -0.9443
C -1.1251 0.3068 -0.1938
C 0.7987 -0.9226 0.0350
C 0.9701 1.6152 -0.3877
C 1.6555 0.2563 -0.5178
C -0.3878 1.5781 0.1470
H -2.8057 -0.6546 -1.9285
H -0.3594 1.6442 1.3133
H -4.1872 -0.0708 -0.8290
H 3.2315 -0.7515 -0.7116
H 0.8355 1.9320 -1.3661
H 2.1680 -0.2822 1.8228
H -0.9726 2.4252 -0.1992
H 1.5772 2.1985 0.3095
H 0.9345 -2.9767 -0.1711
H 0.4693 0.0594 2.0042
H 1.1363 -1.6108 2.0101
H -3.2238 -1.3675 -0.3125
*
```

Frontier orbital gap: 9.7479 eV
Structure (SMILES): [H]/N=C1/CCC(OC)=N[C@@]1([NH3+])O

---

Result of the stability comparison: (one) is the least stable of them.